one | The following is a quantum chemistry calculation of a 2-piece molecular cluster, C3H4OS overall, from OMol25.

Last column: Löwdin charge in e.
Geometry (Å):
1 C 0.65052 -1.08149 0.94428  -0.30
2 C -0.01633 -0.42036 0.05724  -0.55
3 C -1.11046 0.33036 -0.51411  -0.07
4 O 2.18450 1.95178 0.11890  -0.26
5 S 1.67286 -0.85417 -0.52026  0.83
6 H 0.75626 -1.50806 1.91194  0.07
7 H -0.73150 1.30167 -0.83893  0.09
8 H -1.89251 0.46732 0.22888  0.09
9 H -1.51333 -0.18705 -1.38793  0.09

Output
**Net charge**: 0
**LUMO (spin up / spin down)**: -1.8 / -0.7 eV
**Orbital gap (spin up / spin down)**: 6.219 / 7.580 eV


two | The following is a quantum chemistry calculation of a single C3H4OS molecule, from OMol25.

Last column: Löwdin charge in e.
Geometry (Å):
1 C -1.27171 -0.45165 -1.23773  0.02
2 C -0.26709 -0.11597 -0.35345  -0.24
3 O -0.29931 0.59617 0.86854  -0.13
4 C 1.08299 0.53845 1.30136  -0.66
5 S 1.93468 1.73556 2.11317  0.64
6 H -1.38170 -1.25856 -1.84308  0.01
7 H -2.27679 0.02124 -0.92779  0.09
8 H 0.86707 -0.64335 -0.67433  0.16
9 H 1.61185 -0.42190 0.75330  0.10

Output
**Net charge**: 0
**LUMO**: -0.5 eV
**Orbital gap**: 8.841 eV
**SMILES string**: C=COC=S


So which one wins? Going from most stable to least: two, one.


one | The following is a quantum chemistry calculation of a single C3H4OS molecule, from OMol25.

Last column: Löwdin charge in e.
Geometry (Å):
1 C -1.74539 -0.19894 -0.05115  -0.10
2 C -0.31972 -0.47025 0.25401  -0.16
3 C 0.78780 -0.80206 0.53491  -0.38
4 S 2.47431 -0.33135 0.78914  0.84
5 O 2.79267 0.59085 -0.63658  -0.45
6 H -2.46302 -0.81266 0.48298  0.08
7 H -1.94880 -0.32736 -1.07496  0.05
8 H -2.07913 0.88285 0.07707  0.10
9 H 2.50128 1.46890 -0.37542  0.01

Output
**Net charge**: 0
**LUMO**: 0.4 eV
**Orbital gap**: 9.136 eV
**SMILES string**: CC#CSO


two | The following is a quantum chemistry calculation of a single C3H4OS molecule, from OMol25.

Last column: Löwdin charge in e.
Geometry (Å):
1 C 0.05683 0.33733 1.04842  -0.13
2 C -0.50086 -0.04302 -0.27344  -0.56
3 S -0.16190 -1.77622 -0.74517  0.95
4 C 0.32103 -0.26804 -1.39638  -0.81
5 O 1.04613 0.11745 -2.21532  0.12
6 H 1.06281 -0.24928 1.10899  0.11
7 H -0.60836 0.12449 1.92114  0.08
8 H 0.29923 1.47242 1.13630  0.11
9 H -1.51492 0.28488 -0.58453  0.13

Output
**Net charge**: 0
**LUMO**: 0.7 eV
**Orbital gap**: 10.322 eV
**SMILES string**: C[C@@H]1SC1=O


three | The following is a quantum chemistry calculation of a single C3H4OS molecule, from OMol25.

Last column: Löwdin charge in e.
Geometry (Å):
1 C -0.43441 -0.91160 -0.30016  -0.35
2 C -0.34328 -0.84715 1.04552  -0.38
3 S 0.22164 0.80008 1.34954  0.85
4 C 0.45475 1.22045 -0.46361  -0.32
5 O 0.26714 -0.13191 -1.03185  -0.14
6 H -0.66003 -1.92380 -0.71555  0.14
7 H -0.77768 -1.42884 1.75436  0.03
8 H -0.22904 1.86429 -0.95775  0.08
9 H 1.50091 1.35847 -0.68050  0.08

Output
**Net charge**: 0
**LUMO**: 0.9 eV
**Orbital gap**: 8.626 eV
**SMILES string**: C1=CSCO1


four | The following is a quantum chemistry calculation of C3H4OS as an isolated structure, from OMol25.

Last column: Löwdin charge in e.
Geometry (Å):
1 C 0.75342 0.76227 -0.73665  -0.39
2 C -0.08683 -0.37350 1.01472  -0.36
3 C -1.17669 -0.67200 0.23438  -0.46
4 H 1.40175 0.49665 -1.42924  0.02
5 H 0.89987 1.84337 -0.94525  0.10
6 H 0.07736 -0.99403 2.01358  0.16
7 H -2.04214 -1.39361 0.40658  0.11
8 O 1.00722 0.18768 0.61942  -0.07
9 S -0.83396 0.14318 -1.17754  0.90

Output
**Net charge**: 0
**LUMO**: 0.9 eV
**Orbital gap**: 8.176 eV


So which one wins? Going from most stable to least: two, three, four, one.


one | The following is a quantum chemistry calculation of a single C5H9IO molecule, from OMol25.

Last column: Löwdin charge in e.
Geometry (Å):
1 C -1.40752 0.17381 0.81685  0.04
2 C -0.82330 -0.58895 -0.12718  -0.44
3 C -0.55134 -2.01531 -0.18130  -0.05
4 O -0.18443 0.03972 -1.23467  -0.14
5 C 0.37285 1.34300 -0.86171  -0.25
6 C 1.38817 1.11612 0.29541  -0.70
7 I 2.99038 -0.12919 -0.09630  0.85
8 H -1.61074 1.25392 0.82158  0.08
9 H -1.86056 -0.47652 1.54211  0.06
10 H -1.51981 -2.57318 -0.52163  0.13
11 H -0.59768 -2.38971 0.86662  0.09
12 H 0.43450 -2.25247 -0.59012  0.07
13 H -0.41604 2.04859 -0.87391  0.10
14 H 0.92337 1.61227 -1.71102  0.09
15 H 1.05976 0.72572 1.24615  0.01
16 H 1.80238 2.11219 0.60914  0.06

Output
**Net charge**: 0
**LUMO**: 0.6 eV
**Orbital gap**: 9.460 eV
**SMILES string**: C=C(C)OCCI


two | The following is a quantum chemistry calculation of a 2-piece molecular cluster, C5H9IO overall, from OMol25.

Last column: Löwdin charge in e.
Geometry (Å):
1 C -0.84076 -1.25318 -1.42806  -0.45
2 C 1.21450 -0.67484 0.92641  -0.10
3 C -0.48660 1.13346 1.21174  -0.14
4 C -0.37372 0.09436 -1.60203  -0.58
5 C 0.57986 0.55135 0.27835  -0.22
6 O -0.04942 -2.14641 -1.25939  0.02
7 I -1.99007 1.37584 -2.17409  0.79
8 H -1.89518 -1.43323 -1.21976  0.09
9 H 0.51079 -1.17870 1.48036  0.05
10 H 1.63856 -1.25328 0.03843  0.10
11 H 2.14977 -0.34461 1.36947  0.08
12 H 0.11796 1.59990 2.04589  0.10
13 H -1.33742 1.66735 0.82619  0.02
14 H -0.97109 0.31413 1.77434  0.07
15 H 0.39508 0.18125 -2.31971  0.03
16 H 1.33774 1.36660 0.05187  0.13

Output
**Net charge**: 0
**LUMO**: 0.2 eV
**Orbital gap**: 9.361 eV


So which one wins? Going from most stable to least: one, two.


one | The following is a quantum chemistry calculation of a single C22H24FN3O3 molecule, from OMol25.

Last column: Löwdin charge in e.
Geometry (Å):
1 C -6.56888 -1.24042 -2.06938  -0.11
2 O -6.26081 -0.93070 -0.73619  -0.21
3 C -5.45835 -1.90593 -0.11062  -0.22
4 C -5.17786 -1.48332 1.34232  -0.16
5 N -4.20611 -0.43692 1.55195  -0.17
6 C -2.83138 -0.84424 1.32244  -0.17
7 C -1.92367 0.38136 1.28046  -0.13
8 N -2.26161 1.18542 0.12654  -0.04
9 C -1.37941 1.79367 -0.69531  -0.43
10 O -1.72556 2.30744 -1.74512  0.07
11 C 0.04987 1.83163 -0.24642  -0.15
12 C 0.39501 2.41940 0.97758  -0.04
13 C 1.70734 2.54876 1.38204  0.01
14 C 2.68794 2.06610 0.52659  -0.21
15 N 4.06029 2.04007 0.62424  0.21
16 C 4.46808 1.49538 -0.46802  -0.32
17 C 5.88013 1.21463 -0.83566  -0.03
18 C 6.21076 -0.22500 -0.52157  -0.14
19 C 5.53924 -1.26860 -1.14642  -0.03
20 C 5.83248 -2.58681 -0.84627  -0.08
21 C 6.80919 -2.88778 0.08845  -0.08
22 C 7.49440 -1.86721 0.72228  -0.01
23 C 7.18447 -0.55562 0.41130  -0.22
24 F 7.86921 0.42834 1.03225  0.07
25 O 3.48474 1.12774 -1.33330  0.12
26 C 2.33317 1.48856 -0.71011  -0.18
27 C 1.02215 1.36962 -1.12311  0.08
28 C -3.66529 1.17995 -0.25557  -0.11
29 C -4.52543 0.85591 0.95998  -0.15
30 H -7.18826 -0.42797 -2.44303  0.09
31 H -5.66151 -1.31822 -2.68217  0.09
32 H -7.12134 -2.18599 -2.14051  0.09
33 H -5.98246 -2.87504 -0.10745  0.12
34 H -4.51921 -2.03974 -0.66985  0.11
35 H -6.12358 -1.14872 1.77561  0.13
36 H -4.83510 -2.36183 1.89552  0.12
37 H -2.52728 -1.49789 2.14753  0.12
38 H -2.69857 -1.40661 0.38308  0.12
39 H -0.87909 0.06995 1.21466  0.13
40 H -2.05849 0.95330 2.20626  0.13
41 H -0.39362 2.79921 1.60959  0.12
42 H 1.97267 3.00860 2.31952  0.11
43 H 6.52430 1.88199 -0.26466  0.13
44 H 6.00991 1.39502 -1.90538  0.14
45 H 4.77698 -1.03617 -1.87533  0.12
46 H 5.29818 -3.38149 -1.34426  0.10
47 H 7.03997 -3.91536 0.32348  0.10
48 H 8.26218 -2.06927 1.45228  0.12
49 H 0.75554 0.94881 -2.07901  0.13
50 H -3.83816 0.44602 -1.05076  0.13
51 H -3.91173 2.16452 -0.66011  0.13
52 H -4.37132 1.63002 1.72229  0.12
53 H -5.57409 0.86545 0.66735  0.12

Output
**Net charge**: 0
**LUMO**: 0.6 eV
**Orbital gap**: 9.004 eV
**SMILES string**: COCCN1CCN(C(=O)c2ccc3nc(Cc4ccccc4F)oc3c2)CC1


two | The following is a quantum chemistry calculation of C22H24FN3O3 as an isolated structure, from OMol25.

Last column: Löwdin charge in e.
Geometry (Å):
1 O -0.68080 1.39478 -0.85311  0.04
2 C -0.12483 1.78246 -1.87668  -0.47
3 C -0.23614 3.14704 -2.42098  0.03
4 C -0.99351 4.11387 -1.90831  -0.21
5 C -1.13719 5.50579 -2.47249  -0.15
6 C -2.65108 5.75109 -2.41476  -0.18
7 C -3.15948 4.88891 -1.23701  -0.17
8 C -1.94220 4.08724 -0.73564  -0.13
9 N 0.65978 0.95280 -2.61450  0.08
10 C 0.94124 -0.40697 -2.22704  -0.09
11 C 2.19452 -0.51423 -1.39621  -0.43
12 C 2.63519 -1.82746 -0.70967  0.00
13 C 3.54303 -0.81657 0.01504  -0.40
14 N 4.15236 -1.20231 1.27400  0.16
15 C 4.68475 -0.31804 2.15166  -0.42
16 O 5.18848 0.74779 1.81580  0.08
17 C 4.71175 -0.74702 3.55514  -0.17
18 C 4.09307 -1.79090 4.20077  0.05
19 C 4.45310 -1.69936 5.57742  -0.10
20 C 4.16180 -2.44490 6.71801  -0.24
21 F 3.37668 -3.52418 6.62681  0.08
22 C 4.68055 -2.07496 7.93591  -0.02
23 C 5.50302 -0.94827 8.04430  -0.09
24 C 5.82331 -0.17204 6.94658  -0.02
25 C 5.28827 -0.56383 5.71994  -0.19
26 N 5.41521 -0.01540 4.47775  0.15
27 C 4.41025 -0.29877 -1.12491  -0.08
28 O 3.36562 -0.12291 -2.11592  -0.06
29 C 2.35831 0.17092 -0.02418  0.01
30 H 0.35182 3.36752 -3.30718  0.11
31 H -0.61608 6.20981 -1.81761  0.12
32 H -0.72286 5.63426 -3.47339  0.11
33 H -2.88668 6.80862 -2.29448  0.10
34 H -3.11478 5.42520 -3.34654  0.11
35 H -3.59161 5.49118 -0.43768  0.10
36 H -3.94121 4.20920 -1.57595  0.10
37 H -2.20900 3.09693 -0.37963  0.10
38 H -1.46437 4.60441 0.10118  0.13
39 H 1.15624 1.32267 -3.40563  0.14
40 H 0.10649 -0.79869 -1.65000  0.13
41 H 1.03857 -1.02835 -3.11997  0.14
42 H 1.88418 -2.29581 -0.07969  0.13
43 H 3.12166 -2.56472 -1.35190  0.13
44 H 4.03862 -2.15286 1.58197  0.14
45 H 3.44167 -2.52843 3.76148  0.11
46 H 4.44327 -2.66757 8.80942  0.11
47 H 5.89634 -0.68170 9.01558  0.10
48 H 6.45924 0.69723 7.04016  0.11
49 H 5.92731 0.80932 4.21201  0.16
50 H 4.88378 0.64541 -0.86558  0.13
51 H 5.14333 -1.04280 -1.43867  0.13
52 H 2.59523 1.23504 -0.04528  0.13
53 H 1.56478 -0.02734 0.68829  0.13

Output
**Net charge**: 0
**LUMO**: 0.4 eV
**Orbital gap**: 8.715 eV


So which one wins? Going from most stable to least: two, one.


one | The following is a quantum chemistry calculation of a 3-piece molecular cluster, H6O2S2 overall, from OMol25.

Last column: Löwdin charge in e.
Geometry (Å):
1 S 1.03792 0.25471 1.33834  0.25
2 S 0.25500 -1.13684 2.62948  0.25
3 H 1.78718 -0.41733 0.47312  -0.21
4 H -1.03848 -0.89220 2.37350  -0.21
5 O 0.45098 -1.23041 -1.64077  -0.07
6 H 1.31725 -0.99616 -1.96747  0.03
7 H 0.01589 -0.38600 -1.55114  -0.02
8 O -1.02687 1.57927 -0.86089  -0.08
9 H -1.94129 1.28304 -0.80925  0.05
10 H -0.85759 1.94191 0.01509  0.00

Output
**Net charge**: 0
**LUMO**: 0.3 eV
**Orbital gap**: 9.344 eV
**SMILES string**: SS.O.O


two | The following is a quantum chemistry calculation of a 4-piece molecular cluster, H6O2S2 overall, from OMol25.

Last column: Löwdin charge in e.
Geometry (Å):
1 S 0.85816 -1.98061 -0.44866  0.61
2 S -1.36840 1.50657 0.74026  0.60
3 H 1.51939 -3.12614 -0.20768  -0.22
4 H -2.18654 2.27250 1.45406  -0.26
5 H 0.92037 0.78226 1.33710  -0.10
6 H 1.50281 -0.46870 0.65280  -0.14
7 O 1.74665 0.40033 1.09848  -0.13
8 H -0.60270 -0.50896 -1.40659  -0.09
9 H -1.47724 0.83843 -1.27569  -0.08
10 O -0.91251 0.28430 -1.94408  -0.18

Output
**Net charge**: 0
**LUMO**: -6.0 eV
**Orbital gap**: 3.488 eV


So which one wins? Going from most stable to least: one, two.